Record 1
A 2-piece molecular cluster, C10H10N2P2 overall. Source: the OMol25 dataset; level of theory: ωB97M-V/def2-TZVPD.

Results
HOMO level (alpha / beta) in eV: -7.536 / -7.321
HOMO-LUMO gap (alpha / beta) in Ha: 0.23730 / 0.27773

```
! wB97M-V def2-TZVPD RIJCOSX def2/J DEFGRID3
* xyz 0 1
C 2.1442 -0.6821 2.7455
C -0.4650 2.4367 -3.2918
C 1.5539 -1.3659 3.9087
C 0.2325 1.3847 -3.8440
C 1.2674 -0.1501 1.8383
C -1.3038 2.0783 -2.2693
C 0.1946 -1.3211 4.1353
C 0.3814 0.2547 -3.0769
C -0.0811 -0.3691 2.1584
C -1.3061 0.7983 -1.6199
N -0.5627 -0.8287 3.1857
N -0.3339 -0.0375 -1.9344
P -1.3419 -1.5642 -0.1849
P -2.2612 0.3606 -0.1733
H 3.1502 -0.8123 2.3777
H -0.5468 3.4363 -3.7696
H 2.1449 -1.8067 4.7513
H 0.8824 1.4507 -4.7605
H 1.5403 0.2425 0.8867
H -1.7964 2.8329 -1.7638
H -0.3703 -1.7740 4.9510
H 1.0051 -0.5492 -3.4853
H -2.1850 -2.1554 0.6481
H -1.9429 -1.8592 -1.4130
*
```

Results of the Löwdin charge analysis, in e, for atoms 1 through 2: atom 1 (C): -0.05, atom 2 (C): -0.09

=====

Record 2
C9H8Cl2N2OSSeTi as an isolated structure. Source: the OMol25 dataset; level of theory: ωB97M-V/def2-TZVPD.

Results
HOMO level in eV: -15.916
HOMO-LUMO gap in Ha: 0.26454

```
! wB97M-V def2-TZVPD RIJCOSX def2/J DEFGRID3
* xyz 2 1
Ti 1.1705 1.3270 0.3579
Cl 3.1656 2.0032 0.1123
C 0.4553 2.5671 1.7828
C 1.2119 3.5155 2.4665
C 0.6324 4.2025 3.5314
C -0.6729 3.9504 3.9186
C -1.4368 3.0074 3.2356
Cl -3.0377 2.6812 3.7480
C -0.8799 2.3226 2.1558
S -1.8149 1.1914 1.1883
H 2.2397 3.7169 2.2012
H 1.2140 4.9360 4.0740
H -1.1134 4.4788 4.7533
C 0.3790 4.2192 -1.7643
C 0.2882 2.7847 -2.1420
N 0.1057 2.4255 -3.3784
O 0.3652 1.8478 -1.2530
H 1.2114 4.6827 -2.2968
H 0.5241 4.3280 -0.6935
H -0.5392 4.7296 -2.0609
H 0.0225 3.1179 -4.1111
H 0.0363 1.4482 -3.6325
Se -1.6988 -0.6863 2.4371
C 0.0361 -0.7297 1.8168
N 1.0566 -0.4337 1.3448
*
```

Results of the Löwdin charge analysis, in e, for atoms 1 through 2: atom 1 (Ti): 0.78, atom 2 (Cl): 0.35

=====

Record 3
The molecule C2H6N4. Source: the OMol25 dataset; level of theory: ωB97M-V/def2-TZVPD.

Results
HOMO level in eV: -8.359
HOMO-LUMO gap in Ha: 0.33898

```
! wB97M-V def2-TZVPD RIJCOSX def2/J DEFGRID3
* xyz 0 1
H 3.3324 0.4275 -0.6202
N 2.3724 0.0161 -0.5312
C 1.6482 1.0796 -0.2522
N 0.3074 1.0265 0.2334
C -0.4257 -0.1714 0.0917
N -1.6850 -0.2717 0.4876
N -2.2238 -1.4717 0.0371
H 2.0289 2.1336 -0.4697
H -0.2511 1.8976 0.2349
H 0.1776 -0.9781 -0.4031
H -2.5807 -1.8721 1.0124
H -1.4392 -2.1511 -0.3798
*
```

Results of the Löwdin charge analysis, in e, for atoms 1 through 2: atom 1 (H): 0.05, atom 2 (N): 0.04

=====

no.,calculated total energy (hartree)
1,-1179.08507
2,-5101.46490
3,-298.75238